1.
DFT (ωB97M-V/def2-TZVPD) results for a cluster of 9 separate species, C43H48N8O2Si in total in a non-equilibrium geometry.

Summary:
HOMO = -9.21 eV
Frontier orbital gap = 9.8191 eV
Structure (SMILES) = O=C(O)CC[SiH3].c1ccncc1.c1ccncc1.c1ccncc1.c1ccncc1.c1ccncc1.c1ccncc1.c1ccncc1.c1ccncc1

Structure (XYZ):
```
102
Properties=species:S:1:pos:R:3:forces:R:3
O 4.2710 -2.1458 2.0157 -0.5 -2.6 3.0
C 4.4079 -1.4341 1.1138 0.2 2.1 -2.5
O 5.6187 -1.2701 0.5382 0.8 0.0 0.0
C 3.2813 -0.7086 0.4430 -0.2 0.4 0.6
C 2.1791 -0.3041 1.4415 -0.6 -0.7 -0.8
Si 0.5809 -1.3262 1.1516 0.2 0.9 0.5
H 5.7589 -0.3394 0.3299 0.0 0.3 -0.3
H 2.8929 -1.4074 -0.2830 -0.1 -0.3 -0.4
H 3.6554 0.1327 -0.1224 0.1 0.3 -0.1
H 1.9382 0.7399 1.3052 -0.2 0.3 0.0
H 2.4831 -0.4551 2.4644 0.3 0.0 0.3
H 0.7931 -2.3468 0.1197 0.0 -0.1 0.0
H -0.4589 -0.3647 0.7449 -0.2 -0.2 -0.1
H 0.1672 -1.9012 2.4492 -0.1 -0.3 0.0
N -0.5877 2.0545 -0.3258 0.1 0.2 -0.1
C -1.6061 2.7527 0.1701 -0.1 -0.2 0.1
C -1.8553 4.0809 -0.1393 0.0 0.1 0.0
C -0.9957 4.7261 -1.0125 0.0 0.1 0.0
C 0.0739 4.0157 -1.5376 0.0 -0.1 0.0
C 0.2306 2.6891 -1.1640 0.0 0.0 0.0
H -2.2565 2.2121 0.8505 0.0 0.1 0.0
H -2.7050 4.5883 0.2968 0.0 0.0 0.0
H -1.1551 5.7640 -1.2824 0.0 0.0 0.0
H 0.7709 4.4789 -2.2235 0.0 0.0 0.0
H 1.0518 2.0952 -1.5551 0.0 0.0 0.0
N -5.3311 4.2178 1.1992 0.0 0.1 0.0
C -5.7751 5.3293 0.6150 0.0 -0.1 -0.1
C -6.4853 6.3171 1.2805 0.0 0.0 0.0
C -6.7506 6.1402 2.6289 0.0 0.0 0.0
C -6.2950 4.9911 3.2537 0.0 0.0 -0.1
C -5.5911 4.0667 2.4964 0.1 -0.2 0.0
H -5.5473 5.4253 -0.4418 0.0 0.0 0.0
H -6.8209 7.2005 0.7547 0.0 0.0 0.0
H -7.3025 6.8880 3.1845 0.0 0.0 0.0
H -6.4777 4.8139 4.3048 0.0 0.0 0.0
H -5.2069 3.1536 2.9398 0.0 0.0 0.1
N 6.5016 2.0473 0.7489 0.0 -0.1 -0.2
C 7.7110 2.2827 1.2557 0.0 -0.2 0.1
C 8.4463 3.4263 0.9873 0.0 0.0 0.0
C 7.8975 4.3780 0.1441 0.0 0.1 0.0
C 6.6410 4.1505 -0.3923 0.0 0.0 0.0
C 5.9879 2.9752 -0.0587 -0.1 -0.1 0.0
H 8.1021 1.5109 1.9091 0.0 0.0 0.0
H 9.4231 3.5654 1.4288 0.0 0.0 0.0
H 8.4406 5.2845 -0.0908 0.0 0.0 0.0
H 6.1758 4.8678 -1.0540 0.0 0.0 0.0
H 5.0005 2.7589 -0.4526 0.0 0.1 0.0
N -1.2837 7.8381 -2.9312 0.0 0.0 -0.1
C -0.3510 7.6416 -3.8611 0.0 -0.1 0.1
C -0.4629 8.0843 -5.1698 0.0 0.0 0.0
C -1.6106 8.7674 -5.5356 0.0 0.0 -0.1
C -2.5928 8.9801 -4.5827 0.0 0.0 0.0
C -2.3798 8.4979 -3.3006 0.0 0.0 0.1
H 0.5298 7.1000 -3.5326 0.0 0.0 -0.1
H 0.3287 7.8971 -5.8822 0.0 0.0 0.0
H -1.7379 9.1286 -6.5481 0.0 0.0 0.0
H -3.5044 9.5080 -4.8261 0.0 0.0 0.0
H -3.1214 8.6446 -2.5227 0.0 0.0 0.0
N -4.6765 0.6318 3.5414 -0.1 0.0 0.1
C -6.0013 0.5287 3.4748 0.0 0.1 -0.1
C -6.7283 -0.4802 4.0876 0.1 0.0 0.0
C -6.0354 -1.4427 4.8036 0.0 0.0 0.1
C -4.6535 -1.3523 4.8829 -0.1 0.1 0.0
C -4.0268 -0.2960 4.2404 0.1 0.1 0.0
H -6.4970 1.2988 2.8932 -0.1 -0.1 0.0
H -7.8056 -0.5123 4.0015 0.0 0.0 0.0
H -6.5648 -2.2511 5.2931 0.0 0.0 0.0
H -4.0727 -2.0799 5.4334 0.0 0.0 0.0
H -2.9488 -0.1821 4.2809 0.0 -0.1 0.0
N -5.3692 -5.9547 4.3328 0.1 0.0 0.0
C -4.6700 -4.8570 4.0475 -0.1 -0.2 0.0
C -3.4654 -4.8659 3.3614 0.0 0.0 0.0
C -2.9538 -6.0853 2.9505 0.1 0.0 -0.1
C -3.6654 -7.2382 3.2390 0.0 0.0 0.0
C -4.8629 -7.1177 3.9280 -0.1 0.0 0.1
H -5.1041 -3.9288 4.3874 0.0 0.1 0.0
H -2.9436 -3.9408 3.1553 0.0 0.0 0.0
H -2.0148 -6.1360 2.4136 0.0 0.0 0.0
H -3.3016 -8.2108 2.9371 0.0 0.0 0.0
H -5.4529 -7.9946 4.1721 0.0 0.0 0.0
N 0.4983 -4.8177 -0.6503 0.0 -0.2 -0.1
C -0.2893 -5.8681 -0.8715 0.0 0.1 0.1
C 0.0865 -6.9651 -1.6315 0.0 0.0 0.0
C 1.3527 -6.9711 -2.1950 0.0 -0.1 0.0
C 2.1877 -5.8891 -1.9768 0.0 0.1 0.1
C 1.7108 -4.8441 -1.1990 -0.1 0.1 0.1
H -1.2725 -5.8203 -0.4142 0.0 -0.1 0.0
H -0.5962 -7.7915 -1.7771 0.0 0.0 0.0
H 1.6851 -7.8079 -2.7968 0.0 0.0 0.0
H 3.1800 -5.8592 -2.4010 0.0 0.0 -0.1
H 2.3316 -3.9760 -0.9976 0.0 0.0 0.0
N 4.7790 -6.5682 -4.0425 0.2 -0.1 -0.1
C 5.5978 -5.5660 -4.3568 -0.1 0.0 0.1
C 6.8108 -5.7378 -5.0050 0.0 0.0 0.0
C 7.1976 -7.0236 -5.3438 0.1 0.0 0.0
C 6.3600 -8.0792 -5.0237 0.0 0.0 0.0
C 5.1670 -7.7979 -4.3769 -0.1 0.0 0.1
H 5.2572 -4.5764 -4.0702 0.1 0.0 0.0
H 7.4346 -4.8856 -5.2364 0.0 0.0 0.0
H 8.1382 -7.2007 -5.8495 0.0 0.0 0.0
H 6.6243 -9.0985 -5.2690 0.0 0.0 0.0
H 4.4806 -8.5943 -4.1096 0.0 0.0 0.0
```
Positions in Å, forces in eV/Å.



2.
DFT (ωB97M-V/def2-TZVPD) results for a structure of composition C51H69N3O3P3SiTi in a non-equilibrium geometry.

Summary:
HOMO (spin up / spin down) = -8.36 / -8.36 eV
Total charge = +1
Frontier orbital gap (spin up / spin down) = 5.4250 / 5.5934 eV
Energy relative to the best compared isomer or geometry (same formula, charge and spin) = 24.93 kcal/mol

Structure (XYZ):
```
131
Properties=species:S:1:pos:R:3:forces:R:3
Ti 0.4636 -0.3627 -0.0527 0.2 1.3 0.3
C 1.6933 -3.3055 -3.4911 0.0 0.0 0.0
C 1.0268 -3.4673 -2.1151 0.0 -0.1 -0.1
C 2.1478 -3.3232 -1.0768 0.0 0.0 0.0
P -0.3516 -2.2337 -1.8594 0.2 0.0 0.3
C -1.1653 -2.2000 -3.5385 0.0 0.0 0.0
C -1.4820 -3.5832 -4.1207 0.0 0.0 0.0
C -2.4657 -1.3983 -3.5117 0.0 0.0 0.0
C -1.7684 -2.9734 -0.9541 0.0 0.0 -0.1
C -2.0766 -4.3257 -1.0546 0.0 0.0 0.0
C -3.3155 -4.8046 -0.6532 0.0 0.0 0.0
C -4.2771 -3.9071 -0.2213 0.0 0.0 0.0
C -3.9580 -2.5615 -0.0949 0.0 0.0 0.1
C -2.6860 -2.0616 -0.3837 -0.1 0.1 0.1
Si -2.0685 -0.2920 0.0937 -0.1 -0.5 -0.3
C -2.9909 1.0409 -0.9009 0.0 0.0 0.0
C -4.3765 1.1480 -0.7367 0.0 0.0 0.0
C -5.0987 2.1946 -1.2771 0.0 0.0 0.0
C -4.4324 3.1864 -1.9827 0.0 0.0 0.0
C -3.0690 3.0883 -2.1829 0.1 0.0 0.0
C -2.3337 2.0127 -1.6710 0.0 0.0 0.0
P -0.5669 1.7037 -2.0942 0.0 -0.2 0.1
C -0.6714 1.3554 -3.9711 0.0 -0.1 0.0
C 0.4545 1.9404 -4.8300 0.1 0.0 0.0
C -1.9892 1.7109 -4.6639 0.0 0.0 0.1
C 0.4741 3.2583 -2.0648 0.0 0.0 -0.1
C -0.2118 4.5863 -2.3855 0.0 0.0 0.0
C 1.3857 3.3558 -0.8325 0.0 0.0 0.1
C -2.6400 0.1385 1.8857 0.1 0.0 0.0
C -3.7470 -0.4363 2.5194 0.0 -0.1 0.0
C -4.2026 -0.0120 3.7577 0.0 0.0 0.0
C -3.5696 1.0379 4.4026 0.0 0.0 0.0
C -2.4730 1.6285 3.8024 0.0 0.0 0.0
C -1.9875 1.1791 2.5739 0.0 0.1 0.0
P -0.5510 2.0013 1.7926 -0.1 -0.2 -0.1
C 0.4624 2.7459 3.1908 0.0 0.0 0.0
C 0.7014 1.9323 4.4656 0.0 0.0 0.0
C 1.8379 3.1692 2.6639 0.0 0.0 0.0
C -1.3536 3.5602 1.0528 0.0 0.0 -0.1
C -0.7441 4.9100 1.4393 0.1 0.0 0.0
C -2.8598 3.6555 1.2965 0.0 0.0 0.0
H 2.4769 -4.0580 -3.5857 0.0 0.0 0.0
H 2.1778 -2.3329 -3.5696 0.0 0.1 0.0
H 1.0232 -3.4236 -4.3378 0.1 0.0 0.0
H 0.5916 -4.4708 -2.0580 0.0 0.0 0.0
H 1.7978 -3.0882 -0.0761 0.0 0.0 0.0
H 2.8106 -2.5039 -1.3603 0.0 0.0 0.0
H 2.7520 -4.2319 -1.0501 0.0 0.0 0.0
H -0.4405 -1.7073 -4.1921 0.0 0.0 0.0
H -2.3187 -4.0344 -3.5923 0.0 0.0 0.0
H -0.6526 -4.2867 -4.1049 -0.1 0.0 0.0
H -1.7883 -3.4589 -5.1600 0.0 0.0 -0.1
H -3.2559 -1.9805 -3.0404 0.0 0.0 0.0
H -2.7780 -1.1761 -4.5323 0.0 0.0 0.0
H -2.3919 -0.4613 -2.9638 0.0 0.0 0.0
H -1.3609 -5.0196 -1.4772 0.0 0.0 0.0
H -3.5400 -5.8595 -0.7292 0.0 0.0 0.0
H -5.2710 -4.2523 0.0301 0.0 0.0 0.0
H -4.7395 -1.8907 0.2360 0.0 0.0 0.0
H -4.8998 0.4122 -0.1396 0.0 -0.1 0.1
H -6.1684 2.2528 -1.1307 0.0 0.0 0.0
H -4.9759 4.0269 -2.3914 0.0 0.0 0.0
H -2.5817 3.8486 -2.7715 0.0 0.0 0.0
H -0.5677 0.2699 -4.0195 0.0 0.1 0.0
H 0.3482 3.0203 -4.9433 0.0 0.0 0.0
H 0.3837 1.5088 -5.8302 0.0 0.0 0.0
H 1.4551 1.7374 -4.4560 0.0 0.0 0.0
H -2.0883 2.7890 -4.7902 0.0 0.0 0.0
H -2.8722 1.3524 -4.1440 0.0 0.0 0.0
H -1.9859 1.2701 -5.6628 0.0 0.0 0.0
H 1.1392 3.0509 -2.9024 0.0 0.0 0.0
H -0.9735 4.8497 -1.6515 0.0 0.0 0.0
H -0.6781 4.5795 -3.3710 0.0 0.0 0.0
H 0.5337 5.3830 -2.3846 0.0 0.0 0.0
H 1.0979 2.6762 -0.0282 0.1 0.1 -0.1
H 1.3796 4.3702 -0.4341 0.0 0.0 0.0
H 2.4165 3.1131 -1.0924 0.0 0.0 0.0
H -4.2733 -1.2551 2.0523 0.0 0.0 0.0
H -5.0593 -0.4937 4.2098 0.0 0.0 0.0
H -3.9276 1.3969 5.3576 0.0 0.0 0.0
H -1.9949 2.4644 4.2968 0.0 0.0 0.0
H -0.0919 3.6414 3.4772 0.0 0.0 0.0
H 1.5296 1.2412 4.3361 0.0 0.0 0.0
H -0.1593 1.3634 4.8075 0.0 0.0 0.0
H 0.9810 2.6255 5.2606 0.0 0.0 0.0
H 2.4007 2.2893 2.3571 0.1 0.0 0.0
H 2.3945 3.6614 3.4630 0.0 0.0 0.0
H 1.8044 3.8486 1.8168 0.0 0.0 0.0
H -1.2041 3.4276 -0.0207 0.0 0.0 0.1
H -1.0202 5.1941 2.4550 0.0 0.0 0.0
H -1.1626 5.6729 0.7801 0.0 0.0 0.0
H 0.3377 4.9673 1.3536 -0.1 0.0 0.0
H -3.0777 3.8262 2.3505 0.0 0.0 0.1
H -3.4039 2.7702 0.9802 0.0 0.0 0.0
H -3.2498 4.5079 0.7377 0.0 0.0 0.0
O 0.9633 -2.4534 7.4687 0.0 0.0 0.0
C 1.9340 -2.7738 6.5831 0.0 0.0 0.0
O 2.7710 -3.5819 6.8676 -0.1 0.0 0.0
C 1.8907 -2.0825 5.2574 0.0 0.0 0.0
C 0.7360 -1.5203 4.7197 0.0 0.0 0.0
C 0.7529 -0.9370 3.4672 0.1 -0.1 0.1
C 1.9318 -0.8794 2.7225 -0.2 0.0 -0.1
C 3.0865 -1.4613 3.2583 0.0 0.0 0.0
C 3.0618 -2.0543 4.5066 -0.1 0.0 0.0
N 1.9142 -0.3122 1.4323 -0.2 -0.3 -0.5
C 3.0792 0.1848 0.9687 0.6 0.1 -0.5
C 3.2334 0.4114 -0.3873 0.2 -0.2 0.7
C 4.4704 0.8558 -0.9426 0.0 0.1 -0.4
C 4.6189 0.9413 -2.2870 0.2 0.0 0.3
C 3.5159 0.5878 -3.1152 -0.4 -0.1 0.0
C 2.3482 0.2010 -2.5388 0.1 0.2 -0.5
N 2.1527 0.1048 -1.1929 -0.7 -0.5 0.7
H 0.4585 -1.6916 7.1598 0.0 0.0 0.0
H -0.2046 -1.5393 5.2602 0.0 0.0 0.0
H -0.1549 -0.4992 3.0717 0.0 -0.1 0.0
H 3.9998 -1.4918 2.6834 0.0 0.0 -0.1
H 3.9480 -2.5188 4.9141 0.0 0.0 0.0
H 3.9144 0.3831 1.6318 -0.1 0.0 0.1
H 5.2800 1.0981 -0.2681 0.0 0.0 0.0
H 5.5553 1.2573 -2.7234 0.0 0.0 0.0
H 3.5916 0.6214 -4.1924 0.0 0.0 0.0
H 1.4890 -0.0623 -3.1454 0.1 0.0 0.0
C -1.4878 -3.2730 2.6271 0.0 0.0 0.0
C -0.3056 -3.2479 1.7085 0.1 0.0 0.1
N 0.3661 -4.4000 1.6068 0.0 0.0 -0.1
O 0.0612 -2.2307 1.1037 -0.1 0.1 -0.3
H -2.0903 -4.1647 2.4580 0.0 0.0 0.0
H -2.0888 -2.3870 2.4786 -0.1 0.1 0.0
H -1.1283 -3.2874 3.6571 0.0 0.0 0.0
H 0.0564 -5.2128 2.1092 0.0 0.0 0.0
H 1.2032 -4.4658 1.0524 0.0 0.0 0.0
```
Positions in Å, forces in eV/Å.



3.
DFT (ωB97M-V/def2-TZVPD) results for a cluster of 2 separate species, C2H4ClPS2 in total in a non-equilibrium geometry.

Summary:
HOMO (spin up / spin down) = -8.14 / -8.14 eV
Frontier orbital gap (spin up / spin down) = 6.8532 / 6.8515 eV
Energy relative to the best compared isomer or geometry (same formula, charge and spin) = 67.55 kcal/mol

Structure (XYZ):
```
10
Properties=species:S:1:pos:R:3:forces:R:3
C -2.1754 0.3846 0.6611 -0.7 -2.4 1.9
C -0.1212 -0.2136 -0.9960 -0.7 0.5 -2.3
P 2.9617 0.0795 -0.2435 -0.4 0.3 1.0
S 2.6346 1.2605 1.2277 0.2 -0.1 -0.7
S -1.1505 -0.7579 0.1826 0.7 1.0 -1.2
Cl 3.2027 -1.7984 0.6338 0.0 -0.1 -0.3
H -2.7832 -0.0625 1.4709 0.3 0.8 -0.4
H -2.3903 1.3502 0.3238 0.1 1.1 -0.7
H -0.3875 0.7937 -1.5565 0.7 -2.1 1.5
H 0.2090 -1.0361 -1.7038 -0.2 1.0 1.2
```
Positions in Å, forces in eV/Å.



4.
DFT (ωB97M-V/def2-TZVPD) results for the ion C4H12N2O with charge -1 in a non-equilibrium geometry.

Summary:
2S+1 = 2
HOMO (spin up / spin down) = 1.41 / -5.26 eV
Total charge = -1
Frontier orbital gap (spin up / spin down) = 2.5000 / 9.2825 eV
<S²> = 0.75
Energy relative to the best compared isomer or geometry (same formula, charge and spin) = 23.70 kcal/mol

Structure (XYZ):
```
19
Properties=species:S:1:pos:R:3:forces:R:3
N 0.5380 0.9590 1.0671 -1.0 0.3 -0.2
C 0.1846 0.2944 -0.1831 0.6 -0.4 -0.4
C -0.3490 -1.1197 0.0951 -0.4 0.9 -0.3
C 0.5853 -2.0460 0.8493 0.3 1.0 0.6
O 0.5148 -1.8980 2.2927 0.0 -0.4 -0.8
C -0.8251 1.1518 -0.9711 -0.3 0.1 1.5
N -0.1618 2.0920 -1.8314 1.2 -1.0 -0.1
H 0.5804 1.9704 0.9371 0.5 -0.4 0.0
H 1.3612 0.5568 1.4673 0.5 0.2 0.3
H -0.3666 -1.5608 2.4236 -0.4 0.3 0.5
H 1.0720 0.1690 -0.8271 -0.1 0.1 0.0
H -1.3032 -0.9463 0.6094 -0.1 -0.4 0.1
H -0.5950 -1.5526 -0.8851 0.0 -0.1 0.1
H 1.6080 -1.7179 0.6403 0.1 -0.6 -0.4
H 0.3916 -3.0771 0.5524 0.2 -0.1 0.1
H -1.5646 0.4613 -1.4021 0.0 0.3 -0.4
H -1.3433 1.7098 -0.1788 -0.3 -0.1 -0.3
H -0.5535 2.9930 -2.0439 -0.6 -0.2 -0.2
H 0.2263 1.5607 -2.6115 -0.2 0.8 -0.2
```
Positions in Å, forces in eV/Å.